No. 1
Formula: C26H32N4O4P2PbS2Te
Source: the OMol25 dataset
Level of theory: ωB97M-V/def2-TZVPD

## Properties
Charge: -2
Relative energy (zero: lowest compared OMol25 entry of this formula, charge and spin): 1.3960 eV
E_tot: -3469.9211 hartree
Multiplicity: 1
Kohn-Sham gap: 6.337 eV
HOMO level: -2.453 eV

Atoms and positions in Å:
Pb1 -0.7508 0.7147 -0.4544
S1 -3.4822 1.1723 0.1477
C1 -4.0024 -0.3965 -0.3952
C2 -5.0421 -1.0414 0.2859
C3 -5.4778 -2.3118 -0.0520
C4 -6.5494 -2.9171 0.7037
N1 -7.4056 -3.3830 1.3155
C5 -4.8705 -2.9906 -1.1130
C6 -3.8530 -2.3627 -1.8166
C7 -3.4102 -1.0770 -1.4983
S2 -2.1506 -0.3770 -2.4974
C8 -5.2817 -4.3249 -1.4766
N2 -5.6055 -5.3883 -1.7743
H1 -5.5103 -0.5251 1.1139
H2 -3.3786 -2.8857 -2.6365
C9 0.6986 5.1442 1.5971
P1 0.3943 3.3527 1.2636
C10 1.2323 2.5016 2.6603
C11 1.9078 3.2348 0.1190
C12 1.5340 3.5824 -1.3437
P2 1.3402 2.0187 -2.3034
C13 0.9008 2.6085 -3.9739
C14 3.1169 1.6394 -2.5243
H3 0.8852 5.6505 0.6477
H4 1.5847 5.2543 2.2284
H5 -0.1481 5.6069 2.0969
H6 2.1761 3.0007 2.8986
H7 1.4530 1.4730 2.3623
H8 0.5797 2.5009 3.5292
H9 2.2866 2.2071 0.1709
H10 2.7152 3.8787 0.4805
H11 2.2803 4.2162 -1.8335
H12 0.5808 4.1230 -1.3628
H13 1.5227 3.4577 -4.2698
H14 -0.1493 2.9002 -3.9994
H15 1.0424 1.7800 -4.6692
H16 3.6309 2.5267 -2.9057
H17 3.2172 0.8107 -3.2187
H18 3.5641 1.3551 -1.5716
C15 -1.6419 -1.1495 4.0138
C16 -1.5745 -1.3059 2.5631
N3 -1.5838 -1.4101 1.4219
H19 -2.3601 -0.3673 4.2535
H20 -0.6655 -0.8613 4.3983
H21 -1.9508 -2.0869 4.4719
C17 2.8921 -2.1351 -1.1486
Te1 0.7566 -2.2222 -1.2111
C18 1.2058 -3.2140 0.6966
C19 2.4560 -3.9962 0.4085
C20 2.7578 -5.2336 0.9603
C21 3.9182 -5.9090 0.5976
C22 4.7844 -5.3471 -0.3286
C23 4.4851 -4.1122 -0.8946
C24 3.3290 -3.4355 -0.5358
H22 3.1490 -1.2926 -0.5016
H23 3.2878 -1.9594 -2.1443
H24 0.3899 -3.8352 1.0605
H25 1.3974 -2.4233 1.4260
H26 2.0705 -5.6797 1.6706
H27 4.1352 -6.8800 1.0260
H28 5.6817 -5.8757 -0.6263
H29 5.1437 -3.6821 -1.6399
O1 1.8431 -2.5014 -4.4472
N4 1.5859 -1.3024 -4.4813
O2 1.2763 -0.7739 -3.3645
C25 -2.8682 4.8177 1.7755
C26 -2.2927 4.3542 3.1142
O3 -2.8375 4.7614 4.1505
O4 -1.2811 3.5910 3.0494
H30 -3.4227 5.7468 1.9069
H31 -3.5531 4.0507 1.4079
H32 -2.0893 4.9401 1.0202

Löwdin atomic charge list, values in e, 8 entries: number 1, Pb, carries 0.695; number 2, S, carries 0.426; number 3, C, carries -0.764; number 4, C, carries -0.089; number 5, C, carries -0.213; number 6, C, carries -0.193; number 7, N, carries 0.130; number 8, C, carries -0.211

---

No. 2
Formula: C6H9N
Source: the OMol25 dataset
Level of theory: ωB97M-V/def2-TZVPD

## Properties
Charge: 0
Relative energy (zero: lowest compared OMol25 entry of this formula, charge and spin): 2.0841 eV
E_tot: -288.7055 hartree
Multiplicity: 1
Kohn-Sham gap: 10.274 eV
HOMO level: -9.515 eV
Structure (SMILES): CC#CC.CC#N

Atoms and positions in Å:
C1 0.8454 1.0843 0.0182
C2 1.5307 0.1384 0.2839
C3 -2.5209 -0.3918 0.1705
C4 0.0122 2.2239 -0.2916
C5 2.4474 -0.9276 0.6286
C6 -1.8086 -1.4336 -0.5140
N1 -3.1004 0.4383 0.7005
H1 0.3712 2.7061 -1.2014
H2 0.0587 2.9372 0.5296
H3 -1.0206 1.9073 -0.4277
H4 2.0820 -1.8878 0.2648
H5 2.5619 -0.9765 1.7119
H6 3.4185 -0.7272 0.1752
H7 -1.0096 -0.9866 -1.1027
H8 -2.4897 -1.9850 -1.1602
H9 -1.3782 -2.1195 0.2144

natural (NBO) atomic charge list, values in e, 8 entries: number 1, C, carries -0.018; number 2, C, carries -0.026; number 3, C, carries 0.294; number 4, C, carries -0.683; number 5, C, carries -0.679; number 6, C, carries -0.727; number 7, N, carries -0.339; number 8, H, carries 0.231

---

No. 3
Formula: C6H8NS
Source: the OMol25 dataset
Level of theory: ωB97M-V/def2-TZVPD

## Properties
Charge: +1
Relative energy (zero: lowest compared OMol25 entry of this formula, charge and spin): 4.1127 eV
E_tot: -685.9200 hartree
Multiplicity: 1
Kohn-Sham gap: 6.726 eV
HOMO level: -14.836 eV
Structure (SMILES): CC(C)c1csc#[n+]1

Atoms and positions in Å:
C1 0.6330 -1.4716 -3.1789
C2 0.7298 0.6663 -2.6864
C3 0.1265 -0.1236 -1.6954
C4 -0.7788 -1.0292 0.3885
C5 1.2132 0.5695 0.5736
C6 -0.1088 0.1846 -0.2451
N1 0.0671 -1.4620 -2.0769
S1 1.1451 -0.1798 -4.1247
H1 1.1125 1.7184 -2.4454
H2 -0.2326 -1.9584 0.4153
H3 -1.7670 -1.2734 -0.1686
H4 -0.9266 -0.6969 1.4434
H5 0.9628 0.7476 1.6857
H6 1.4634 1.5176 0.3062
H7 1.9186 -0.1520 0.6698
H8 -0.8830 0.9255 -0.2152

natural (NBO) atomic charge list, values in e, 8 entries: number 1, C, carries 0.410; number 2, C, carries -0.400; number 3, C, carries 0.227; number 4, C, carries -0.608; number 5, C, carries -0.596; number 6, C, carries -0.279; number 7, N, carries -0.339; number 8, S, carries 0.645

---

No. 4
Formula: C5H3NO
Source: the OMol25 dataset
Level of theory: ωB97M-V/def2-TZVPD

## Properties
Charge: 0
Relative energy (zero: lowest compared OMol25 entry of this formula, charge and spin): 7.0066 eV
E_tot: -322.0343 hartree
Multiplicity: 1
Kohn-Sham gap: 8.379 eV
HOMO level: -9.431 eV

Atoms and positions in Å:
C1 -1.4766 0.3529 -1.8153
C2 -0.9805 -0.1758 -0.8516
C3 0.7230 -0.7949 -0.0086
C4 -0.5356 -0.7027 0.4371
O1 -0.0605 0.6903 1.7887
N1 1.1607 0.9182 1.5381
C5 1.5891 0.1405 0.5256
H1 -1.8982 0.7983 -2.6940
H2 -1.1278 -1.4893 0.8720
H3 2.6076 0.2563 0.2369

natural (NBO) atomic charge list, values in e, 8 entries: number 1, C, carries -0.151; number 2, C, carries -0.054; number 3, C, carries 0.080; number 4, C, carries -0.158; number 5, O, carries -0.329; number 6, N, carries 0.131; number 7, C, carries -0.250; number 8, H, carries 0.248

---

No. 5
Formula: C30H67FN8O18
Source: the OMol25 dataset
Level of theory: ωB97M-V/def2-TZVPD

## Properties
Charge: 0
E_tot: -3074.7443 hartree
Multiplicity: 1
Kohn-Sham gap: 9.540 eV
HOMO level: -9.778 eV
Structure (SMILES): CCCCCCCCCCCCCCCCCCCOC(=O)[C@@H](C)F.C[N+](=O)[O-].C[N+](=O)[O-].C[N+](=O)[O-].C[N+](=O)[O-].C[N+](=O)[O-].C[N+](=O)[O-].C[N+](=O)[O-].C[N+](=O)[O-]

Atoms and positions in Å:
C1 4.4470 -2.2913 1.7393
C2 3.8715 -3.4294 0.8920
C3 2.3226 -3.4151 0.8712
C4 1.6622 -4.7636 1.2185
C5 0.3427 -4.6390 2.0111
C6 -0.9239 -4.9194 1.1963
C7 -1.2490 -3.8516 0.1162
C8 -2.6489 -3.2509 0.3203
C9 -2.7788 -2.2199 1.4525
C10 -2.4152 -0.7557 1.1148
C11 -0.9242 -0.3816 1.1949
C12 -0.7460 1.1392 1.2853
C13 0.6925 1.6681 1.2369
C14 1.2529 1.8526 -0.1751
C15 1.4601 0.5411 -0.9499
C16 2.7519 0.5011 -1.7750
C17 2.5976 1.1869 -3.1335
C18 1.7743 0.3273 -4.0893
C19 1.4490 0.9766 -5.4268
O1 1.0197 2.3527 -5.2987
C20 0.0075 2.5780 -4.4596
O2 -0.8321 1.7862 -4.1577
C21 0.0139 4.0113 -3.9475
C22 -0.6782 4.9230 -4.9783
F1 -0.6953 4.0189 -2.7677
H1 4.2607 -1.3241 1.2674
H2 4.0157 -2.2979 2.7438
H3 5.5295 -2.3953 1.8572
H4 4.2400 -4.3980 1.2365
H5 4.2337 -3.2893 -0.1299
H6 2.0073 -3.1493 -0.1394
H7 1.9784 -2.6360 1.5574
H8 2.3746 -5.3615 1.7924
H9 1.4793 -5.2926 0.2789
H10 0.3722 -5.3547 2.8394
H11 0.2456 -3.6409 2.4488
H12 -1.7654 -4.9536 1.8966
H13 -0.8489 -5.9056 0.7309
H14 -0.4599 -3.1000 0.0766
H15 -1.2329 -4.3376 -0.8660
H16 -3.0542 -2.8546 -0.6162
H17 -3.2954 -4.0940 0.5836
H18 -3.8369 -2.2034 1.7467
H19 -2.2350 -2.5479 2.3457
H20 -2.7294 -0.5679 0.0810
H21 -2.9932 -0.0860 1.7585
H22 -0.4924 -0.8378 2.0925
H23 -0.4414 -0.7858 0.3077
H24 -1.1631 1.4385 2.2542
H25 -1.3540 1.6533 0.5310
H26 1.3687 1.0128 1.8002
H27 0.7144 2.6351 1.7424
H28 2.2432 2.3201 -0.0837
H29 0.6435 2.5686 -0.7355
H30 0.6165 0.3425 -1.6156
H31 1.5264 -0.2541 -0.2130
H32 2.9899 -0.5534 -1.9632
H33 3.5944 0.9037 -1.2093
H34 2.1270 2.1646 -2.9865
H35 3.5762 1.3716 -3.5889
H36 2.3580 -0.5628 -4.3170
H37 0.8505 -0.0142 -3.6238
H38 2.3251 1.0199 -6.0711
H39 0.6518 0.4156 -5.9192
H40 1.0463 4.3155 -3.7764
H41 -1.6826 5.1342 -4.6207
H42 -0.1038 5.8363 -5.1190
H43 -0.7149 4.4067 -5.9380
C23 2.9641 -4.2302 -4.8152
N1 3.4497 -4.0297 -3.4229
O3 4.5962 -3.6578 -3.2670
O4 2.6543 -4.2329 -2.5285
H44 3.7821 -4.0048 -5.4901
H45 2.6427 -5.2625 -4.9080
H46 2.1294 -3.5616 -4.9621
C24 -3.7558 0.5992 -4.0160
N2 -4.2063 -0.8202 -3.9205
O5 -3.7207 -1.5192 -3.0536
O6 -5.0518 -1.1856 -4.7130
H47 -3.0090 0.7835 -3.2544
H48 -3.3415 0.7481 -5.0081
H49 -4.6387 1.2146 -3.8708
C25 1.0961 4.9822 5.0397
N3 0.5562 3.6269 4.7414
O7 0.8987 2.7078 5.4545
O8 -0.2005 3.5294 3.7948
H50 1.7547 4.9241 5.8971
H51 1.6272 5.3169 4.1530
H52 0.2443 5.6265 5.2371
C26 -2.2043 -3.5892 -5.6637
N4 -0.9545 -3.9480 -6.3909
O9 0.0967 -3.9547 -5.7759
O10 -1.0666 -4.2350 -7.5623
H53 -1.9591 -3.3659 -4.6316
H54 -2.6386 -2.7279 -6.1629
H55 -2.8682 -4.4448 -5.7346
C27 -7.0151 -4.1890 2.6229
N5 -5.7291 -4.6721 2.0489
O11 -4.8632 -5.0308 2.8192
O12 -5.6359 -4.6684 0.8395
H56 -6.9496 -4.2477 3.7026
H57 -7.1540 -3.1664 2.2856
H58 -7.8018 -4.8281 2.2340
C28 -1.2509 4.6235 -9.6041
N6 -1.6164 5.5525 -8.4983
O13 -0.8670 6.4777 -8.2680
O14 -2.6444 5.3126 -7.9006
H59 -0.3177 4.9616 -10.0377
H60 -1.1546 3.6312 -9.1737
H61 -2.0599 4.6484 -10.3276
C29 2.7653 5.3465 9.9021
N7 2.8450 5.0221 8.4525
O15 3.3170 3.9562 8.1282
O16 2.4225 5.8591 7.6725
H62 3.1766 4.5164 10.4595
H63 3.3380 6.2548 10.0629
H64 1.7198 5.5090 10.1457
C30 0.6541 3.0901 13.7161
N8 1.0549 4.2327 12.8508
O17 0.1850 4.8263 12.2491
O18 2.2400 4.4952 12.7996
H65 -0.4217 2.9799 13.6563
H66 1.1683 2.2092 13.3441
H67 0.9782 3.3222 14.7259

Löwdin atomic charge list, values in e, 8 entries: number 1, C, carries -0.117; number 2, C, carries -0.253; number 3, C, carries -0.218; number 4, C, carries -0.191; number 5, C, carries -0.207; number 6, C, carries -0.202; number 7, C, carries -0.184; number 8, C, carries -0.206

---

No. 6
Formula: C4H10N
Source: the OMol25 dataset
Level of theory: ωB97M-V/def2-TZVPD

## Properties
Charge: +1
Relative energy (zero: lowest compared OMol25 entry of this formula, charge and spin): 3.6020 eV
E_tot: -212.7880 hartree
Multiplicity: 1
Kohn-Sham gap: 9.666 eV
HOMO level: -14.186 eV
Structure (SMILES): CC/C=C/[NH3+]

Atoms and positions in Å:
C1 0.1681 -1.5701 -1.6971
C2 0.7952 -0.7805 -0.6857
C3 -0.0871 -0.1677 0.3449
C4 0.2449 0.6602 1.3046
N1 -0.7205 1.9457 1.3627
H1 -0.7605 -1.8211 -1.2101
H2 -0.0011 -1.0622 -2.7587
H3 0.5905 -2.5491 -1.8504
H4 1.4666 -1.5153 -0.1830
H5 1.2514 0.0299 -1.0179
H6 -1.1266 -0.5319 0.3701
H7 1.1478 0.8951 1.9086
H8 -1.4722 1.6960 0.7219
H9 -0.3440 2.8289 1.0122
H10 -1.1527 1.9419 2.3779

natural (NBO) atomic charge list, values in e, 8 entries: number 1, C, carries -0.604; number 2, C, carries -0.463; number 3, C, carries -0.127; number 4, C, carries -0.060; number 5, N, carries -0.732; number 6, H, carries 0.203; number 7, H, carries 0.232; number 8, H, carries 0.240